Computed, not measured: a molecular structure, C33H68BF3I2N4O12PS5, with ωB97M-V/def2-TZVPD.

For the total energy, the calculation gives -5671.646192 Ha. Its HOMO energy is -10.3 eV. As for the frontier orbital gap: 6.36 eV.

The geometry in ORCA input format:
```
! RIJCOSX wB97M-V def2-TZVPD def2/J DEFGRID3
* xyz 1 1
C 2.4673 0.9812 3.7887
C 2.4885 -0.3520 3.0315
B 3.1948 -1.5037 3.8417
O 4.1870 -1.1933 4.7320
C 3.0113 -3.1504 3.7116
C 2.4427 -3.4785 5.1631
I 0.9659 -1.9745 5.7432
C 3.4728 -3.6231 6.3268
C 3.4491 -5.0638 6.8511
I 3.1971 -2.4182 8.1200
C 2.0627 -3.5207 2.4930
S 0.2693 -3.3294 2.5818
C 2.4318 -2.7766 1.1856
C 1.3555 -2.2690 0.2295
N 2.3650 -5.0671 2.1610
S 1.4441 -6.1218 3.3740
P 1.7148 -5.8165 0.6156
S 2.4507 -5.3193 -1.0777
C 3.9019 -5.2639 2.4900
N 4.5571 -5.6600 1.2882
N 3.9513 -6.3678 3.4081
C 4.6336 -7.3680 3.2893
S 5.5018 -8.6091 3.1492
C 4.3732 -3.9237 3.2687
C 5.3419 -4.4724 4.3655
C 6.3029 -3.5129 5.0453
N 7.5037 -3.7770 5.3235
S 5.5865 -3.0231 2.1101
O 6.8091 -3.7468 2.2060
O 5.0379 -2.8801 0.8017
C 6.0580 -1.2136 2.5169
F 5.0778 -0.4119 2.1247
F 7.1140 -1.0721 1.7233
F 6.3953 -0.9977 3.7697
H 2.2181 0.8661 4.8434
H 3.4559 1.4415 3.7574
H 1.7786 1.6843 3.3272
H 1.4697 -0.6290 2.7625
H 3.0184 -0.1777 2.0933
H 3.9124 -0.6801 5.5058
H 1.8401 -4.3720 5.2258
H 4.4502 -3.2620 6.0820
H 4.4031 -5.3378 7.2972
H 3.2117 -5.7715 6.0519
H 2.6664 -5.1898 7.5951
H 0.0431 -3.7310 3.8287
H 3.0820 -3.4070 0.5924
H 3.0764 -1.9392 1.4082
H 0.7220 -3.0510 -0.1844
H 0.7669 -1.4488 0.6310
H 1.8971 -1.8681 -0.6286
H 0.2915 -6.2453 2.7007
H 1.8512 -7.1625 0.9192
H 0.3583 -5.5361 0.7296
H 5.5655 -5.5439 1.3611
H 4.2690 -5.1226 0.4774
H 5.9790 -5.2252 3.9140
H 4.7783 -4.9647 5.1391
H 5.9482 -2.5369 5.3717
H 7.7904 -4.7014 4.9920
C -4.0538 5.3011 4.5913
O -3.9673 4.3401 3.5632
C -2.7664 4.4382 2.8224
C -2.4353 3.1232 2.1595
O -1.8817 2.1499 3.0348
C -2.7642 1.5098 3.9427
C -3.6929 0.5046 3.3020
O -4.7799 1.1519 2.6767
C -5.3987 0.3555 1.6931
H -4.0542 6.3209 4.1901
H -4.9897 5.1300 5.1186
H -3.2232 5.1986 5.2999
H -1.9370 4.7326 3.4776
H -2.8875 5.2023 2.0409
H -1.6495 3.3180 1.4253
H -3.2993 2.7262 1.6224
H -3.3276 2.2349 4.5336
H -2.1053 0.9632 4.6230
H -4.0779 -0.1683 4.0833
H -3.1301 -0.0901 2.5688
H -4.6870 0.0721 0.9081
H -6.1945 0.9477 1.2475
H -5.8328 -0.5536 2.1265
C -2.6051 7.7063 -1.6786
O -1.6950 6.6997 -2.0589
C -1.7886 5.5436 -1.2520
C -1.2844 4.3243 -1.9884
O -2.1962 3.7916 -2.9309
C -2.3621 4.4939 -4.1548
C -1.2028 4.3606 -5.1120
O -0.1391 5.2187 -4.7399
C 1.0948 4.8155 -5.2842
H -2.4111 8.0601 -0.6589
H -2.4790 8.5370 -2.3693
H -3.6396 7.3483 -1.7398
H -2.8283 5.3720 -0.9437
H -1.1726 5.6912 -0.3512
H -1.1536 3.5303 -1.2478
H -0.3105 4.5270 -2.4408
H -2.6052 5.5439 -3.9783
H -3.2278 4.0251 -4.6281
H -1.5469 4.6315 -6.1196
H -0.8625 3.3172 -5.1252
H 1.3570 3.7996 -4.9632
H 1.8533 5.5060 -4.9210
H 1.0818 4.8475 -6.3801
C -5.6129 3.4361 -6.9868
O -4.6773 2.4210 -7.2677
C -4.7724 1.3282 -6.3727
C -4.2168 0.0685 -6.9941
O -5.0811 -0.5540 -7.9267
C -5.2107 0.0466 -9.2056
C -4.0140 -0.1421 -10.1072
O -2.9738 0.7562 -9.7650
C -1.7163 0.3273 -10.2300
H -5.4439 3.8621 -5.9899
H -5.4861 4.2180 -7.7326
H -6.6409 3.0596 -7.0421
H -5.8182 1.1592 -6.0881
H -4.1934 1.5566 -5.4652
H -4.0994 -0.6627 -6.1906
H -3.2304 0.2572 -7.4253
H -5.4651 1.1058 -9.1254
H -6.0534 -0.4688 -9.6702
H -4.3229 0.0457 -11.1451
H -3.6619 -1.1785 -10.0280
H -1.4561 -0.6565 -9.8208
H -0.9789 1.0540 -9.8945
H -1.6878 0.2737 -11.3248
*
```